Here is C38H27Cl2N12O3W as an isolated structure from OMol25. Energies are from ωB97M-V/def2-TZVPD.

Calculated values
E_HOMO (alpha / beta) = -9.60 / -10.04 eV
<S²> = 2.0231
net charge = +1
DFT total energy = -90735.8461 eV
multiplicity = 3
energy above the lowest of the compared OMol25 structures with the same formula, charge and spin = 0.0 kJ/mol

```
83
Properties=species:S:1:pos:R:3:forces:R:3
W -0.1336 -0.2743 -0.4795 -0.5 0.3 -0.5
Cl -3.5460 -5.1034 -4.0071 0.0 0.0 0.0
Cl -0.9425 -6.6003 -2.9758 0.0 0.0 0.0
O 0.7863 -0.9468 -2.3750 0.0 0.2 0.0
O -0.4154 -4.2576 2.5543 0.0 0.0 0.0
O -4.1899 -0.7267 -1.4750 0.0 0.0 0.0
N 1.5552 -2.9861 2.2432 0.1 0.0 0.1
N 0.2938 3.2502 -2.8813 -0.1 -0.1 0.0
N 2.3389 -1.9403 -3.6652 -0.1 0.1 -0.1
N -0.3313 1.3401 -1.9616 0.0 0.3 -0.3
N -1.7311 0.9899 0.3873 0.1 0.0 0.0
N 1.7088 1.1641 -0.1802 0.0 -0.1 0.0
N 1.5831 0.0647 3.3640 0.0 0.0 -0.1
N 0.0349 -2.3663 -0.2089 0.0 -0.1 -0.1
N 0.3459 -0.3334 1.4478 0.2 -0.1 0.6
N -1.9303 -1.0872 -1.1385 0.1 -0.1 0.0
N 4.7631 -2.3110 -0.8308 0.1 0.0 0.1
N 2.6738 -1.0212 1.4253 0.1 0.1 0.1
C 4.9042 -2.6818 0.6482 0.0 0.0 0.1
C -2.2639 2.4860 -5.4439 0.0 0.0 0.0
C 1.6925 -0.0374 1.9095 -0.1 0.0 -0.1
C -1.7084 -1.1858 2.6298 -0.1 0.0 0.0
C -0.2129 -0.6736 4.9696 0.0 0.0 0.0
C -2.9533 0.7784 -0.1228 0.0 -0.1 -0.1
C -2.7297 -3.0383 -2.5044 0.0 0.0 0.0
C 3.9908 -0.7921 1.8779 -0.1 0.0 0.0
C 0.3119 -0.4387 3.7202 -0.1 0.0 0.1
C -1.2973 3.2669 -4.8473 0.0 -0.1 0.1
C -2.0585 0.7447 -3.7566 0.0 0.0 0.0
C 1.7503 -1.7676 -2.4876 0.1 -0.2 0.3
C 2.0533 1.2981 1.2586 0.0 0.0 -0.1
C -0.4267 -0.6809 2.5652 0.1 0.0 0.0
C -0.7293 2.7576 -3.6856 0.1 0.2 -0.1
C 2.2208 -2.4397 -1.3046 0.0 0.2 -0.2
C 2.2273 -2.3862 1.1308 -0.1 0.0 -0.2
C -3.8642 2.5924 1.1143 -0.1 0.0 0.0
C -2.6281 1.2401 -4.9106 0.0 0.0 0.0
C -1.5678 1.9699 1.2819 -0.2 0.1 0.0
C 0.5252 -3.6161 2.3329 -0.1 -0.1 0.0
C -4.0427 1.5606 0.2097 0.0 -0.1 0.0
C 5.0617 -1.5008 1.5368 0.0 0.0 0.0
C -2.6092 2.7930 1.6663 0.2 0.0 0.0
C -0.7085 -3.0654 -1.1942 0.0 0.0 0.2
C -1.1071 1.5423 -3.1189 0.0 -0.1 0.1
C 3.4360 -3.1954 0.6208 0.2 0.0 0.0
C -2.4473 -4.3361 -2.9202 0.0 0.0 0.0
C 1.3792 -2.3787 -0.1963 0.3 -0.4 0.2
C -3.1062 -0.4285 -1.0090 -0.1 0.2 0.1
C -2.2504 -1.4266 3.8940 0.0 0.0 0.0
C -0.4373 -4.3581 -1.5919 -0.1 0.0 -0.1
C 1.5418 2.4716 -0.8430 0.0 0.0 0.0
C 3.5432 -2.7103 -0.7732 -0.3 0.0 -0.1
C -1.8500 -2.3982 -1.6508 0.2 -0.1 0.1
C -1.5161 -1.1741 5.0419 0.0 0.0 0.0
C 0.4923 2.3597 -1.8954 0.1 0.0 0.1
C -1.3080 -4.9930 -2.4715 0.0 0.0 0.0
H -2.4300 3.5631 2.4028 0.0 0.0 0.0
H 2.4768 2.8243 -1.2853 0.0 0.0 0.0
H 2.0029 -1.4232 -4.4613 0.0 0.0 0.0
H -3.3725 0.6455 -5.4218 0.0 0.0 0.0
H -4.6969 3.2201 1.4017 0.0 0.0 0.0
H 3.0998 1.5802 1.3800 0.0 0.0 0.0
H 1.4336 2.0739 1.7006 0.0 0.0 0.0
H 2.3551 -0.3550 3.8636 0.0 0.0 0.0
H -2.3302 -0.2290 -3.3840 0.0 0.0 0.0
H -0.9934 4.2170 -5.2641 0.0 0.0 0.0
H -2.2587 -1.4316 1.7299 0.0 0.0 0.0
H 0.3653 -0.4837 5.8642 0.0 0.0 0.0
H -3.6284 -2.5472 -2.8431 0.0 0.0 0.0
H 5.6546 -3.4452 0.8433 0.0 0.0 -0.1
H 0.8148 4.0973 -3.0329 0.0 0.0 0.0
H -2.7397 2.8332 -6.3507 0.0 0.0 0.0
H 1.2397 3.2094 -0.0971 0.0 0.0 0.0
H -3.2490 -1.8330 3.9758 0.0 0.0 0.0
H 3.0570 -2.6333 -3.7876 0.0 0.0 0.0
H -1.9535 -1.3760 6.0100 0.0 0.0 0.0
H 0.4330 -4.8819 -1.2212 0.0 0.0 0.0
H 4.1017 0.0667 2.5291 0.0 0.0 0.0
H 2.4815 0.6654 -0.6208 0.0 0.0 0.0
H -4.9969 1.3135 -0.2339 0.0 0.0 0.0
H -0.5864 2.0649 1.7205 0.0 0.0 0.0
H 6.0333 -1.2212 1.9163 0.0 0.0 0.0
H 3.2862 -4.2615 0.7736 0.0 0.0 0.0
```
Positions in Å, forces in eV/Å.

Results of the Löwdin charge analysis, in e, for atoms 1 through 8: W 1.76; Cl 0.70; Cl 0.70; O -0.10; O 0.20; O 0.09; N 0.23; N 0.19

***

Here is C38H28Cl3N5O4PSr as an isolated structure in a non-equilibrium geometry from OMol25. Energies are from ωB97M-V/def2-TZVPD.

Calculated values
E_HOMO = -4.27 eV
net charge = -1
DFT total energy = -103200.4122 eV
multiplicity = 1
energy above the lowest of the compared OMol25 structures with the same formula, charge and spin = 129.6 kJ/mol

```
80
Properties=species:S:1:pos:R:3:forces:R:3
Sr -0.1183 -0.0232 -0.2218 1.8 -0.6 -0.6
Cl 3.2265 0.5676 0.1281 0.1 0.3 0.0
Cl 0.2074 0.6985 -7.3980 0.0 -0.1 -0.1
Cl 0.9571 3.6169 -6.3720 0.0 0.1 0.0
P 2.1900 -2.3107 0.2878 0.4 -0.5 0.3
O -2.4536 -0.8586 3.1941 0.1 0.0 -0.1
O 1.0434 4.0885 -1.5817 -0.1 0.0 0.0
O -0.7456 -0.5376 1.7750 -1.1 -0.6 2.7
O 0.0063 -2.5868 -3.8375 0.0 -0.1 0.1
N -0.1880 -0.7091 -2.4582 -0.3 -0.6 -1.3
N -2.4467 0.7759 0.0798 -0.9 0.3 0.2
N 0.4336 1.8234 -1.5574 0.4 1.2 -0.7
N -1.2177 -2.3050 -0.5112 -0.3 -0.7 -0.2
N 0.6687 1.8940 1.1697 0.3 0.8 0.4
C 0.6160 2.3278 -5.2537 0.0 -0.2 0.0
C 2.1563 -4.1185 -0.0391 0.0 0.1 -0.1
C 0.6670 2.5866 -3.8957 0.0 0.0 0.1
C 2.1898 -6.8037 -0.7969 0.0 0.0 0.0
C 0.8185 -2.5508 4.1101 -0.1 0.0 0.1
C 1.0130 4.3021 2.4983 0.0 -0.1 0.0
C 4.4078 -0.6798 -0.0716 0.1 -0.3 -0.1
C -2.6653 0.8533 1.5319 0.1 -0.2 0.2
C -1.5059 -5.0413 -0.9128 0.0 0.1 0.1
C 0.7784 1.9328 2.4985 0.0 0.0 0.2
C 0.9617 3.1069 3.2063 0.0 0.1 0.0
C 1.8235 -1.9827 4.8796 0.0 0.0 0.0
C -0.8489 -2.8630 -1.6669 -0.2 -0.3 0.0
C 2.1535 -2.2296 2.1211 -0.1 -0.1 0.0
C 3.9854 -2.0090 0.0030 -0.1 0.3 -0.1
C 2.1515 -5.8105 -1.7650 0.0 0.0 -0.1
C 0.1134 0.2738 -3.4005 0.1 0.2 -0.4
C -0.2874 -1.9980 -2.7826 0.1 0.3 -0.3
C 2.2131 -6.4561 0.5464 0.0 -0.1 0.0
C -1.8838 -4.4615 0.2903 0.0 0.0 -0.1
C 5.7350 -0.3455 -0.2831 0.0 0.1 0.0
C 3.1565 -1.6614 2.9006 0.0 0.0 0.0
C 0.4120 1.5955 -2.9372 0.1 0.1 -0.4
C 2.1230 -4.4777 -1.3877 0.0 0.1 0.0
C -0.9965 -4.2280 -1.9057 0.0 0.0 0.0
C 0.0663 0.0494 -4.7820 0.0 0.0 0.1
C -1.8982 -0.2944 2.2457 -0.4 0.1 0.5
C 4.9456 -3.0057 -0.1453 0.0 0.0 0.0
C 0.7457 3.0127 -1.0373 0.0 0.0 -0.4
C 2.9901 -1.5422 4.2740 0.0 0.0 0.0
C 0.3033 1.0567 -5.6984 0.0 0.2 0.1
C 0.9836 -2.6707 2.7419 0.1 0.0 0.0
C 2.2046 -5.1208 0.9256 0.0 0.1 0.0
C 0.7535 3.0343 0.4838 0.1 0.3 0.2
C -1.7317 -3.0923 0.4365 -0.1 -0.1 0.1
C 0.9113 4.2655 1.1210 0.0 0.0 0.0
C 6.6719 -1.3561 -0.4252 0.0 0.0 0.0
C 6.2777 -2.6835 -0.3564 0.0 0.0 0.0
H -0.1118 -2.8602 4.5683 0.0 0.0 0.0
H 7.7111 -1.1033 -0.5923 0.0 0.0 0.0
H 2.2481 -7.2296 1.3042 0.0 0.0 0.0
H 6.0245 0.6955 -0.3387 0.0 0.0 0.0
H -2.9510 -0.0260 -0.2881 0.0 0.1 -0.1
H 2.0693 -3.7023 -2.1464 0.0 0.0 0.0
H 0.7002 0.9770 3.0067 0.0 0.0 0.0
H 1.6939 -1.8735 5.9493 0.0 0.0 0.0
H 2.1242 -6.0714 -2.8158 0.0 0.0 0.0
H -3.7172 0.8140 1.8218 0.0 0.0 0.0
H -2.0265 -2.6063 1.3604 0.1 0.0 0.0
H 3.7743 -1.0976 4.8751 0.0 0.0 0.0
H 2.2398 -4.8615 1.9757 0.0 0.0 0.0
H 0.1947 -3.0965 2.1390 -0.1 0.0 0.0
H -2.2416 1.7895 1.9056 0.0 0.0 -0.1
H 4.6451 -4.0439 -0.0971 0.0 0.0 0.0
H -0.6958 -4.6067 -2.8714 0.0 0.0 0.0
H 4.0726 -1.3056 2.4469 0.0 0.0 0.0
H 2.1990 -7.8468 -1.0891 0.0 0.0 0.0
H -2.8034 1.5979 -0.3905 0.0 0.0 0.0
H 0.9099 3.5797 -3.5631 0.0 0.0 0.0
H 7.0101 -3.4729 -0.4691 0.0 0.0 0.0
H -0.1538 -0.9410 -5.1417 0.0 0.0 0.0
H 0.9633 5.1530 0.5082 0.0 0.0 0.0
H 1.0570 3.0863 4.2836 0.0 0.0 0.0
H 1.1349 5.2449 3.0175 0.0 0.0 0.0
H -2.2917 -5.0502 1.1012 0.0 0.0 0.0
H -1.6070 -6.1084 -1.0689 0.0 0.0 0.0
```
Positions in Å, forces in eV/Å.

Results of the Löwdin charge analysis, in e, for atoms 1 through 8: Sr 1.38; Cl 0.78; Cl 0.62; Cl 0.62; P 1.09; O -0.01; O -0.01; O -0.32

***

Here is C38H28CoF6N3O10S2Te as an isolated structure in a non-equilibrium geometry from OMol25. Energies are from ωB97M-V/def2-TZVPD.

Calculated values
E_HOMO (alpha / beta) = -3.73 / -3.72 eV
<S²> = 0.7653
net charge = -1
DFT total energy = -147696.1239 eV
multiplicity = 2

```
89
Properties=species:S:1:pos:R:3:forces:R:3
Te -3.9343 -0.2504 2.5217 0.8 -0.7 0.4
Co -0.4800 0.9620 -0.0163 -0.3 -1.1 -1.0
S -3.2746 2.4526 -0.0004 1.7 -1.2 0.0
S -1.2413 3.8480 -1.1405 1.1 0.8 1.1
F -5.3196 1.3530 4.5315 0.3 -0.1 -0.1
F -3.3245 1.7600 5.2481 0.2 -0.4 -0.5
F -0.2083 5.8185 0.4616 0.1 -0.2 -0.3
F -4.1428 2.9170 3.6231 0.4 -0.5 -0.2
F -1.6246 4.4405 1.3386 -0.1 0.1 0.2
F -2.3075 6.0174 0.0254 0.0 0.0 -0.2
O -2.2547 1.3751 0.2241 -3.0 1.3 0.6
O 1.2550 0.9359 0.1120 2.6 0.4 0.6
O 2.8867 2.4726 2.1242 0.2 0.0 -0.1
O -1.3362 0.8750 -6.9233 -0.4 -0.1 0.3
O -2.9766 -1.0272 -0.3963 -0.4 -0.6 1.1
O -4.5195 1.7151 -0.7378 -0.8 -0.3 -0.6
O -0.3086 2.9121 -0.5325 0.0 0.4 -0.2
O -5.7572 -0.0150 -1.2778 0.3 0.1 -0.4
O -0.7938 4.5287 -2.3091 -0.3 0.1 -0.4
O -3.1994 0.0936 -7.6624 0.1 0.1 0.4
N -0.5661 -0.9498 -0.1375 0.1 0.0 0.4
N -2.4728 0.4613 -6.7463 0.8 0.0 -1.7
N -2.7105 3.3715 -1.2144 -0.5 0.0 -0.1
C -3.4872 -1.6524 0.7951 0.1 0.9 -1.6
C -4.0936 0.5340 -2.8650 0.6 -0.3 -1.3
C 6.3850 4.0785 -1.0425 0.0 -0.1 0.0
C 0.4433 -5.2179 -1.4702 0.0 0.0 0.0
C -1.0089 0.4897 3.2748 -0.2 0.0 0.1
C -2.9828 0.4147 -5.4165 -0.8 -0.1 2.1
C 0.2776 -3.2513 -0.0885 0.1 -0.2 -0.1
C -2.2305 0.9026 -4.3461 0.2 -0.1 -1.0
C 3.3338 0.4363 1.0363 0.2 -0.2 0.3
C 0.0380 -6.0043 -0.4025 -0.1 -0.1 0.0
C -2.7819 0.9653 -3.0860 -0.5 -0.1 0.5
C 1.7345 -1.3453 0.5342 0.4 0.2 0.3
C -0.2282 -2.1193 3.8300 0.0 0.1 0.1
C 0.3154 0.2060 3.5883 0.0 0.0 0.1
C 0.4350 -1.7760 0.1031 -0.8 0.3 -0.3
C 5.3470 1.9813 -0.4897 -0.1 0.0 0.2
C 5.0497 -2.9115 1.5905 -0.1 0.0 0.0
C 4.5688 2.6151 0.4771 0.2 0.4 -0.3
C -4.2544 -0.1158 -5.1860 0.5 0.0 -0.7
C -0.1162 -4.0470 0.9841 0.0 0.0 -0.1
C -1.3251 5.1336 0.2276 -0.1 -0.2 -0.1
C 6.2575 2.7112 -1.2356 0.1 0.1 -0.1
C 4.2820 -0.5104 1.3674 -0.4 0.4 -0.1
C 2.0517 0.0442 0.5704 -0.5 0.0 -0.7
C -1.7389 -1.5349 -0.7957 0.4 -0.4 -0.2
C -0.2426 -5.4180 0.8229 0.0 0.0 0.0
C -4.0451 1.6544 4.1108 -1.1 1.1 0.5
C 0.5634 -3.8460 -1.3142 0.0 0.0 0.1
C -1.5438 -1.8417 3.4974 -0.2 0.0 0.0
C 2.7402 -2.2694 0.8781 -0.1 0.3 0.0
C 3.5429 1.8987 1.2794 -0.3 -0.4 0.3
C 4.0029 -1.8771 1.2692 0.0 -0.3 0.1
C 5.6055 4.7183 -0.0890 0.0 0.0 0.0
C -4.8234 0.6602 -1.6046 -0.3 0.1 1.6
C 0.7102 -1.0968 3.8472 0.0 0.0 0.1
C -4.7908 -0.0711 -3.9237 0.0 0.3 0.6
C 4.7044 3.9916 0.6650 0.0 -0.1 0.1
C -1.9361 -0.5420 3.1931 -0.1 -0.1 0.1
H -1.3243 1.5180 3.1602 0.1 0.0 -0.3
H 5.2493 -0.1869 1.7329 0.1 0.0 0.0
H 5.6934 5.7857 0.0565 0.0 0.1 0.0
H 7.0867 4.6468 -1.6382 0.0 0.0 0.0
H -2.2914 -2.6276 3.4903 0.1 -0.1 0.0
H 0.6658 -5.6767 -2.4247 0.0 0.0 0.0
H -0.5575 -6.0303 1.6577 0.0 0.0 0.0
H 4.0793 4.4675 1.4068 0.0 0.0 0.0
H 6.8608 2.2144 -1.9838 0.0 0.0 0.0
H 1.0381 1.0085 3.6373 0.0 0.1 -0.1
H 5.2339 0.9196 -0.6571 0.0 0.0 0.0
H -1.2224 1.2406 -4.5351 0.0 0.1 0.1
H 5.2424 -3.5421 0.7214 0.1 -0.1 0.0
H -4.7873 -0.5496 -6.0181 -0.1 0.0 0.0
H -2.1874 1.3439 -2.2697 0.1 0.0 0.0
H -0.3272 -3.5785 1.9370 0.0 -0.1 -0.1
H -0.0682 -7.0733 -0.5276 0.0 0.0 0.0
H 1.7412 -1.3129 4.0945 0.0 0.0 -0.1
H 2.5169 -3.3264 0.8316 0.0 -0.1 0.0
H -1.7493 -2.6232 -0.6476 -0.1 0.2 -0.2
H 5.9889 -2.4473 1.8852 0.1 0.0 0.0
H 0.8715 -3.2259 -2.1453 0.1 0.0 0.0
H 4.7178 -3.5651 2.3981 0.1 0.0 0.1
H -2.8020 -2.4383 1.1240 0.0 0.2 0.4
H 0.0658 -3.1294 4.0885 0.0 0.0 0.0
H -1.6500 -1.3236 -1.8693 -0.1 0.0 0.2
H -5.7781 -0.4625 -3.7265 0.0 0.0 0.0
H -4.4548 -2.0804 0.5188 -0.1 0.1 0.3
```
Positions in Å, forces in eV/Å.

Results of the Löwdin charge analysis, in e, for atoms 1 through 8: Te 1.57; Co 0.32; S 0.92; S 0.57; F -0.04; F 0.07; F 0.14; F 0.04